Molecular formula: C4H7NO2
Method: DFT, ωB97M-V with the def2-TZVPD basis set

Structure (XYZ):
```
14
Properties=species:S:1:pos:R:3
O 0.76393 -1.04277 -0.94146
O 2.71834 -1.25205 0.80486
N 0.92712 1.17698 0.92493
C -0.35932 -0.46830 -0.86048
C -1.37639 -1.00650 0.12186
C 0.00074 1.42740 0.02002
C 1.93386 -0.53045 0.37992
H -2.34168 -0.49948 0.02808
H 1.80459 1.63703 0.69331
H -1.03410 1.39964 0.35239
H -0.71338 0.05474 -1.75700
H -1.51802 -2.07716 -0.05760
H 0.21506 2.04288 -0.85768
H -1.00689 -0.88485 1.14672
```

Properties
* frontier orbital gap: 0.36134 Eh

Atomic partial charges in e from the Mulliken method, atoms 1 to 2:
1. O -0.460
2. O -0.302

Molecular formula: C4H7NO2
Method: DFT, ωB97M-V with the def2-TZVPD basis set

Structure (XYZ):
```
14
Properties=species:S:1:pos:R:3
O -2.14119 -0.12535 -0.50975
O -0.34106 -0.57451 -2.05083
N 0.38266 -1.15881 0.96953
C 0.39856 -0.04712 0.08394
C -1.42016 0.70268 0.13966
C 0.45422 0.10226 -1.28271
C 1.30936 -0.02945 1.21449
H 1.08666 0.54305 2.11316
H -1.36534 0.62809 1.23461
H 2.36721 -0.15315 0.99253
H -1.28894 1.73235 -0.23798
H -1.28207 -0.61545 -1.50271
H 0.98894 0.95494 -1.71370
H 0.85114 -1.95954 0.54977
```

Properties
* frontier orbital gap: 0.33548 Eh

Atomic partial charges in e from the Mulliken method, atoms 1 to 2:
1. O -0.625
2. O -0.469

Molecular formula: C4H7NO2
Method: DFT, ωB97M-V with the def2-TZVPD basis set

Structure (XYZ):
```
14
Properties=species:S:1:pos:R:3
O 1.04988 -0.19722 -0.06886
O -1.14887 0.38724 -0.78066
N 1.84234 1.82849 -0.25268
C -0.34294 -0.47048 -0.00538
C -0.87441 -0.92206 -1.27916
C 1.05285 1.06034 0.46272
C -0.86825 -0.80583 1.36130
H -1.71464 -1.61000 -1.30752
H 1.76194 2.81041 -0.05925
H -1.78358 -1.39406 1.26540
H -0.18927 -0.92965 -2.12503
H 2.40439 1.51508 -1.03801
H -1.08096 0.10484 1.92934
H -0.10847 -1.37709 1.89779
```

Properties
* frontier orbital gap: 0.35522 Eh

Atomic partial charges in e from the Mulliken method, atoms 1 to 2:
1. O -0.325
2. O -0.462

Molecular formula: C4H7NO2
Method: DFT, ωB97M-V with the def2-TZVPD basis set

Structure (XYZ):
```
14
Properties=species:S:1:pos:R:3
O 0.85816 -0.95317 -0.56593
O 2.69290 -0.97412 0.73146
N 1.22121 0.86037 0.74540
C -0.35023 -0.18833 -0.65102
C 1.70446 -0.41610 0.34888
C -0.01110 1.14147 0.02491
C -1.45681 -0.95763 0.02874
H 1.80214 1.58319 0.35928
H -1.20825 -1.11923 1.08381
H -0.78212 1.53600 0.69255
H -2.39464 -0.39884 -0.03493
H -0.56146 -0.01492 -1.70785
H -1.58154 -1.92999 -0.45149
H 0.21000 1.91402 -0.72261
```

Properties
* frontier orbital gap: 0.40903 Eh
* structure (SMILES): C[C@H]1CNC(=O)O1

Atomic partial charges in e from the Mulliken method, atoms 1 to 2:
1. O -0.354
2. O -0.538

Molecular formula: C4H7NO2
Method: DFT, ωB97M-V with the def2-TZVPD basis set

Structure (XYZ):
```
14
Properties=species:S:1:pos:R:3
O 0.81000 1.84848 -0.15868
O 0.98854 -0.26924 -0.15074
N -1.16528 0.87381 -0.26958
C 0.31381 0.83665 -0.01097
C 2.26181 -0.29468 0.09895
C -1.63720 -0.41241 -0.72295
C -1.95287 0.04581 0.78310
H -2.28733 -0.13200 -1.70374
H 2.45351 -1.58624 -0.49767
H -1.50420 -0.53330 1.44145
H 2.68190 -0.57869 1.52640
H -2.97798 0.79770 1.04017
H -0.86694 -1.27710 -0.85484
H 2.88222 0.68120 -0.52090
```

Properties
* frontier orbital gap: 0.39059 Eh

Atomic partial charges in e from the Mulliken method, atoms 1 to 2:
1. O -0.438
2. O -0.181

Molecular formula: C4H7NO2
Method: DFT, ωB97M-V with the def2-TZVPD basis set

Structure (XYZ):
```
14
Properties=species:S:1:pos:R:3
O -1.33654 -1.13795 -1.50944
O -0.06539 1.47179 1.48053
N 1.93162 0.42193 1.68301
C -1.08413 -0.25973 -0.38522
C -1.87406 -0.74046 -2.62156
C 0.71529 0.61449 1.10434
C 0.39557 -0.31807 -0.05464
H 2.22161 1.06501 2.40366
H -2.07663 0.36499 -2.49093
H -1.40301 0.75475 -0.64531
H -1.69046 -0.62689 0.44645
H 0.98270 -0.01119 -0.93005
H 0.68846 -1.34728 0.18305
H 2.59496 -0.25140 1.33610
```

Properties
* frontier orbital gap: 0.33855 Eh

Atomic partial charges in e from the Mulliken method, atoms 1 to 2:
1. O -0.135
2. O -0.605

Calculated energy relative to the best compared isomer or geometry (same formula, charge and spin) in order - 4.4143; 4.5861; 3.7275; 0.5161; 8.2912; 3.3800 eV
Calculated E_HOMO in order - -9.5; -8.9; -8.6; -10.4; -10.1; -8.6 eV